Molecular formula: C30H47CsN5O6S
Method: DFT, wB97M-V/def2-TZVPD

```
90
Properties=species:S:1:pos:R:3:forces:R:3
Cs 0.401430 -0.374694 -0.392450 0.92 -0.44 2.01
C 0.533027 0.957789 3.884396 -0.05 -0.20 0.31
N -0.423743 0.292212 3.004971 0.09 -0.02 0.01
C -1.383798 -0.451322 3.809230 0.15 0.06 0.29
C -2.122778 -1.551320 3.095508 -0.29 -0.32 0.14
C -3.324708 -2.015891 3.632456 0.09 0.08 0.09
C -3.957568 -3.086731 3.034231 -0.08 -0.04 -0.02
C -3.387180 -3.644981 1.899771 -0.01 -0.20 -0.10
C -2.196777 -3.110033 1.438574 -0.16 -0.39 -0.19
N -1.568445 -2.103695 2.027784 0.33 0.13 0.05
C -1.086868 1.288796 2.164373 0.01 0.31 0.24
C -2.293191 0.766765 1.434186 -0.57 0.29 0.07
C -3.580115 0.997936 1.916385 0.13 0.19 0.07
C -4.661287 0.459541 1.238828 -0.09 -0.05 -0.03
C -4.429438 -0.300602 0.102906 -0.04 0.02 0.07
C -3.116197 -0.460951 -0.309504 -0.30 -0.22 -0.14
N -2.085254 0.072728 0.324416 -1.45 0.28 0.42
C 1.861967 1.397875 3.319685 0.11 0.33 0.10
C 2.378032 2.644018 3.681814 -0.18 -0.06 -0.12
C 3.696878 2.942523 3.385615 0.12 0.08 0.06
C 4.463320 1.994559 2.727513 0.07 0.11 0.00
C 3.849218 0.804457 2.373762 0.22 -0.06 -0.01
N 2.592800 0.502736 2.663495 -0.25 -0.27 -0.08
H 0.797502 0.240812 4.674801 -0.11 0.18 -0.12
H 0.067363 1.831008 4.376619 0.03 -0.11 0.03
H -2.120824 0.224323 4.285545 0.12 -0.14 0.03
H -0.834160 -0.949167 4.620925 -0.08 0.22 -0.12
H -3.743441 -1.547258 4.517833 0.03 -0.01 -0.09
H -4.884444 -3.476961 3.439943 0.06 0.03 -0.03
H -3.845259 -4.486280 1.390470 0.04 0.12 0.04
H -1.717945 -3.504381 0.543442 -0.09 -0.01 0.09
H -0.350540 1.654887 1.442309 -0.09 0.22 0.10
H -1.415253 2.144211 2.790765 0.11 -0.09 -0.18
H -3.736871 1.588119 2.815189 0.07 -0.07 -0.11
H -5.670521 0.614598 1.603860 0.07 0.02 -0.03
H -5.242621 -0.755102 -0.449049 0.05 0.00 0.03
H -2.873545 -1.059246 -1.186153 -0.03 0.05 0.02
H 1.762267 3.361728 4.211175 -0.01 -0.08 -0.01
H 4.123388 3.891800 3.699113 -0.04 -0.13 -0.11
H 5.509994 2.172267 2.502851 -0.14 -0.05 0.00
H 4.411875 0.025469 1.865025 0.02 0.08 -0.04
C 1.332340 -3.695585 1.107204 -0.07 -0.25 0.31
O 2.025662 -3.123972 0.018610 0.08 0.02 -0.27
C 3.014768 -2.221000 0.452008 0.37 0.17 -0.08
C 3.668202 -1.585677 -0.765031 0.24 -0.46 0.29
O 2.700782 -0.824123 -1.467248 1.47 -0.35 -0.56
C 3.186650 0.312561 -2.155132 0.25 0.51 -0.26
C 3.729216 1.420971 -1.238432 0.24 -0.31 -0.12
O 2.826977 1.838789 -0.244421 0.05 -0.09 -0.03
C 1.909764 2.822063 -0.671054 -0.11 0.33 0.07
H 2.024793 -4.256483 1.752244 -0.12 0.08 -0.07
H 0.825975 -2.922705 1.700215 0.00 -0.12 -0.05
H 0.594962 -4.391913 0.697859 0.09 0.13 0.09
H 2.568288 -1.442124 1.088543 0.19 -0.14 0.08
H 3.787066 -2.751909 1.035422 -0.13 0.13 -0.07
H 4.502004 -0.960129 -0.420173 -0.14 -0.14 -0.11
H 4.072601 -2.385973 -1.409802 -0.03 0.26 0.06
H 3.982164 0.031494 -2.869619 -0.24 0.09 0.13
H 2.326404 0.692748 -2.718261 0.11 -0.06 -0.02
H 4.612095 1.053735 -0.700880 -0.08 0.16 -0.12
H 4.044515 2.272872 -1.866767 -0.03 -0.24 0.10
H 2.421588 3.650727 -1.184347 -0.05 -0.12 0.10
H 1.147229 2.404028 -1.334264 0.10 0.11 0.00
H 1.434163 3.214613 0.234509 0.03 -0.04 -0.15
C -2.875345 1.767250 -4.499257 0.13 0.05 -0.19
C -2.976258 1.448336 -3.023850 0.21 0.13 0.30
S -1.609874 1.991802 -1.914767 -1.29 1.42 -0.77
O -0.412240 1.185468 -2.245388 0.38 0.15 -1.35
C -1.286692 3.683348 -2.607638 -0.22 -0.22 0.32
C -0.317008 3.700416 -3.768851 0.17 -0.19 -0.17
H -3.705489 1.283892 -5.024249 0.14 0.02 0.07
H -1.939225 1.373402 -4.905192 -0.15 0.08 -0.05
H -2.948371 2.841291 -4.701381 0.06 -0.20 0.02
H -2.993158 0.363719 -2.883476 -0.03 0.17 0.12
H -3.870107 1.895958 -2.577550 0.02 -0.14 0.06
H -0.869528 4.238778 -1.762223 -0.14 -0.03 -0.04
H -2.264931 4.109891 -2.852498 0.12 -0.01 0.09
H 0.544640 3.067696 -3.534027 -0.08 0.10 -0.11
H 0.040850 4.716351 -3.953335 -0.07 -0.08 0.07
H -0.768047 3.324283 -4.686995 0.11 0.06 0.09
N 1.536929 -3.635662 -3.135880 0.46 -0.01 -0.15
C 0.432386 -3.022414 -3.853676 -0.10 0.13 -0.31
C -0.511570 -2.380622 -2.840291 -0.29 -0.35 -0.68
O -1.425135 -1.650149 -3.127027 0.12 0.06 0.09
O -0.264888 -2.754032 -1.592026 0.04 -0.93 0.01
H 2.213339 -2.930039 -2.847612 -0.06 -0.15 -0.11
H 2.021824 -4.327988 -3.698722 -0.13 0.08 0.18
H 0.537315 -3.354760 -1.627761 -0.33 0.26 0.02
H -0.148336 -3.803298 -4.367388 0.15 0.23 0.12
H 0.724458 -2.278449 -4.612749 -0.21 -0.13 0.27
```
Forces are in eV/Å.

Values from the calculation:
Frontier orbital gap in eV: 9.36
Highest occupied orbital energy in eV: -11.11
Relative energy (zero: lowest compared OMol25 entry of this formula, charge and spin) in kJ/mol: 0.0
E_LUMO in eV: -1.75
Charge: +1

Results of the Mulliken charge analysis, in e, for atoms 1 through 2: Cs 0.585; C -1.086

Molecular formula: C5H9O3
Method: DFT, wB97M-V/def2-TZVPD

```
17
Properties=species:S:1:pos:R:3:forces:R:3
H -0.496936 1.412159 0.050424 1.34 0.01 0.43
C -1.542006 0.725151 -0.250706 -1.62 -0.13 -0.91
H -1.722144 0.941078 -1.314083 0.27 0.30 0.04
C -1.208661 -0.681528 -0.010609 0.44 -0.45 -0.35
C 0.037641 -1.152387 -0.213021 -0.35 0.58 0.87
C 0.535604 -2.541836 0.105240 0.02 -0.51 -0.14
C 1.065767 -0.124901 -0.676720 -0.37 -0.48 -0.06
O 1.571852 0.731646 0.384278 -2.54 0.65 -1.08
O 0.461479 1.752500 0.596636 1.97 -0.67 0.04
O -2.527966 1.223519 0.566707 -0.45 0.09 0.27
H -2.066807 -1.293092 0.227856 0.07 -0.33 0.52
H 1.605527 -2.594904 -0.147431 -0.37 -0.15 0.11
H 0.437925 -2.825173 1.165896 -0.01 0.41 -0.28
H 0.017509 -3.347515 -0.446820 0.15 0.47 0.04
H 1.898632 -0.697354 -1.118112 0.03 0.69 0.25
H 0.524279 0.445667 -1.463751 1.05 0.16 0.33
H -2.810573 2.122440 0.317077 0.35 -0.62 -0.08
```
Forces are in eV/Å.

Values from the calculation:
Frontier orbital gap (spin up / spin down) in eV: 8.93 / 8.42
Multiplicity: 2
Highest occupied orbital energy (spin up / spin down) in eV: -8.40 / -9.36
Relative energy (zero: lowest compared OMol25 entry of this formula, charge and spin) in kJ/mol: 486.8
E_LUMO (spin up / spin down) in eV: 0.53 / -0.94

Results of the Mulliken charge analysis, in e, for atoms 1 through 2: H 0.291; C -0.244

Molecular formula: C3H4F2OS
Method: DFT, wB97M-V/def2-TZVPD

```
11
Properties=species:S:1:pos:R:3:forces:R:3
C 0.286851 -0.626507 -0.055761 1.44 3.76 0.87
C -1.051386 -0.470491 -0.559036 -0.68 -0.41 0.69
C 1.321956 1.518448 0.394451 -1.75 -3.66 -0.72
O 0.039305 -0.921949 -1.356737 0.35 -0.41 -0.96
F 1.393838 1.561703 1.721451 0.13 0.30 -0.01
F 0.441757 2.402823 -0.066962 0.16 0.19 0.06
S -2.376922 -1.618126 -0.164353 0.10 0.25 -0.24
H 0.712800 -1.319721 0.643078 0.04 -0.36 0.19
H -1.447671 0.501803 -0.814976 0.07 0.15 0.01
H 2.281374 1.538907 -0.110769 0.06 0.25 0.07
H -1.601902 -2.566889 0.369613 0.08 -0.03 0.04
```
Forces are in eV/Å.

Values from the calculation:
Frontier orbital gap in eV: 9.04
Highest occupied orbital energy in eV: -8.45
Relative energy (zero: lowest compared OMol25 entry of this formula, charge and spin) in kJ/mol: 421.8
E_LUMO in eV: 0.58

Results of the Mulliken charge analysis, in e, for atoms 1 through 2: C -0.281; C 0.140